Record 1
The following is a quantum chemistry calculation of a cluster of 10 separate species, C27H74N2O10 in total, from the Open Molecules 2025 dataset.

```
113
Properties=species:S:1:pos:R:3:forces:R:3
C 19.131 -0.029 9.632 0.0 1.3 3.2
O 18.213 -0.470 10.235 -4.4 -2.7 3.0
N 19.949 0.811 10.186 2.3 2.8 1.6
N 19.403 -0.335 8.465 1.1 -2.2 -8.1
H 19.862 0.925 11.186 0.3 0.5 -0.3
H 20.491 1.394 9.565 0.3 0.1 0.9
H 20.174 0.043 7.933 0.1 -0.3 0.1
H 18.837 -1.020 7.985 -0.1 0.2 0.2
C 19.307 -4.060 5.413 -0.8 1.0 1.2
C 19.808 -2.611 5.619 -0.8 -1.3 -1.7
O 21.183 -2.732 5.643 2.5 1.0 1.3
H 19.420 -4.453 6.423 -0.7 -0.4 0.1
H 19.897 -4.768 4.830 0.1 0.8 -0.6
H 18.271 -3.980 5.086 -0.1 -0.7 0.2
H 19.431 -2.192 6.552 0.2 -0.4 0.1
H 19.514 -1.896 4.850 -0.3 -0.2 -0.3
H 21.619 -2.681 4.790 -0.4 0.0 -0.2
C 17.248 -3.919 10.813 0.1 -0.9 -0.8
C 17.424 -4.096 9.296 -1.5 0.1 -0.4
C 16.118 -4.552 8.573 0.3 0.9 0.6
O 17.822 -2.849 8.743 0.3 -0.8 -0.6
H 18.223 -3.841 11.294 0.0 0.4 0.0
H 16.783 -4.820 11.214 -0.2 0.1 0.2
H 16.625 -3.042 10.989 0.1 0.0 0.2
H 18.111 -4.902 9.041 0.7 0.2 0.3
H 15.385 -3.745 8.547 -0.1 0.1 0.4
H 15.699 -5.392 9.128 -0.1 -0.2 -0.4
H 16.282 -4.739 7.512 0.3 -0.5 0.1
H 17.934 -2.239 9.475 0.1 0.8 0.4
C 20.367 3.628 15.603 -0.8 -0.9 0.0
C 20.898 2.481 14.671 0.9 1.9 1.2
C 19.863 1.807 13.860 -0.8 -0.7 -1.1
O 21.966 3.009 13.872 -0.5 0.1 0.1
H 20.889 3.850 16.533 0.9 -0.1 -0.4
H 19.427 3.261 16.017 -0.4 0.0 -0.1
H 20.127 4.567 15.105 0.3 -0.1 -0.3
H 21.305 1.679 15.287 0.2 0.1 0.4
H 19.535 2.205 12.900 0.1 1.2 0.2
H 18.970 1.707 14.477 -0.1 -0.6 -0.1
H 20.304 0.871 13.520 -0.3 -0.6 0.5
H 22.657 2.344 13.838 0.6 -0.4 -0.1
C 22.434 1.446 4.884 -0.7 0.7 1.9
C 21.144 0.993 5.679 -0.7 1.2 -1.6
C 19.861 0.853 4.739 1.2 -0.6 0.2
O 21.321 -0.029 6.612 0.5 -1.1 0.1
H 22.223 2.484 4.628 -0.1 0.0 -0.7
H 22.891 0.893 4.063 -0.6 -0.3 0.0
H 23.181 1.611 5.660 0.4 -0.4 0.0
H 20.917 1.760 6.419 0.1 1.0 -0.8
H 19.075 0.284 5.236 -0.2 0.5 0.2
H 20.052 0.291 3.825 0.5 -0.4 0.0
H 19.508 1.788 4.304 0.0 0.3 0.8
H 21.246 -0.919 6.261 0.4 -0.6 -0.4
C 23.517 5.033 11.821 -0.8 -0.5 0.1
C 22.073 5.055 11.266 1.3 0.4 -1.8
C 21.812 3.890 10.321 -1.0 -0.6 -1.8
O 21.121 5.062 12.260 -0.3 -0.3 0.6
H 23.601 5.804 12.588 0.3 0.2 -0.3
H 24.266 5.049 11.030 0.0 0.5 0.0
H 23.691 4.086 12.332 -0.1 -0.1 0.1
H 21.885 5.972 10.706 0.4 0.2 -0.3
H 21.768 2.848 10.640 0.9 0.1 1.0
H 22.361 3.870 9.380 0.9 0.2 0.2
H 20.811 3.925 9.891 -0.6 0.8 0.3
H 21.376 4.189 12.566 -0.9 -0.6 1.9
C 25.769 0.467 9.093 0.2 1.0 -0.3
C 24.562 0.145 8.241 -0.7 -3.5 -0.6
C 24.334 -1.409 8.135 1.2 0.5 -0.3
O 23.357 0.626 8.684 -1.2 2.3 1.6
H 26.463 0.940 8.398 0.5 -0.2 0.2
H 26.227 -0.408 9.554 -0.1 0.1 0.0
H 25.607 1.238 9.847 -0.4 -0.2 0.1
H 24.731 0.450 7.208 0.2 0.4 -0.2
H 23.621 -1.636 7.343 0.1 0.0 -0.2
H 23.982 -1.909 9.037 0.0 0.5 0.3
H 25.309 -1.838 7.903 -0.1 -0.4 -0.3
H 22.594 0.191 8.297 0.3 -0.3 -0.4
C 18.333 3.014 8.110 2.1 0.6 0.1
C 18.481 4.220 7.131 -0.7 -0.9 0.2
C 18.581 5.542 7.807 -2.5 0.3 0.5
O 19.602 4.216 6.292 1.3 -1.2 -0.6
H 18.445 2.053 7.608 -0.8 0.0 -0.1
H 17.581 3.074 8.896 -0.7 0.0 -0.7
H 19.215 3.023 8.750 0.4 0.2 0.0
H 17.649 4.146 6.431 -0.4 0.4 0.1
H 17.641 5.599 8.356 0.1 0.5 0.7
H 18.487 6.313 7.043 0.5 0.2 0.1
H 19.428 5.644 8.485 0.0 0.0 -0.1
H 20.204 4.817 6.737 0.6 -0.2 -0.3
C 15.712 1.009 11.171 -1.3 0.1 0.2
C 14.436 1.750 11.766 0.7 -2.7 -0.4
C 13.284 0.668 12.172 2.3 1.1 0.5
O 14.933 2.479 12.877 -1.0 0.3 0.3
H 16.071 0.242 11.857 0.1 0.3 0.4
H 16.499 1.744 11.000 0.1 -0.1 0.0
H 15.579 0.433 10.255 -0.3 0.4 -0.2
H 13.976 2.402 11.022 0.2 0.3 0.0
H 13.528 0.307 13.171 -0.1 0.4 0.4
H 13.438 -0.254 11.610 -0.6 0.3 -0.7
H 12.294 1.124 12.181 0.0 -0.4 -0.3
H 15.892 2.498 12.851 0.0 -0.1 -0.1
C 22.225 -1.087 11.911 -0.9 -0.4 0.7
C 22.449 -1.617 13.384 0.4 0.7 -2.2
C 23.867 -2.073 13.523 0.5 -1.3 0.9
O 22.218 -0.601 14.301 -1.1 0.7 0.8
H 21.150 -1.048 11.735 -0.2 0.5 0.2
H 22.527 -1.730 11.084 0.6 -0.3 0.3
H 22.667 -0.100 11.779 0.0 0.0 0.0
H 21.682 -2.362 13.597 0.3 -0.4 -0.1
H 24.122 -2.836 12.787 0.2 0.1 -0.2
H 24.018 -2.526 14.503 -0.1 -0.3 0.2
H 24.594 -1.262 13.548 -0.2 0.3 -0.6
H 23.044 -0.160 14.510 0.4 0.4 0.0
```
Positions in Å, forces in eV/Å.

Its charge is -1. For the HOMO energy (spin up / spin down), the calculation gives 0.60 / -7.16 eV. As for the total energy: -52650.094 eV. Its multiplicity is 2. Its max |F| is 8.43 eV/Å. Its expectation value of S² is 0.75.

Record 2
The following is a quantum chemistry calculation of an isolated molecule of C6H12, from the Open Molecules 2025 dataset.

```
18
Properties=species:S:1:pos:R:3:forces:R:3
C 1.513 -0.032 -1.318 0.0 0.0 -0.1
C 0.436 0.463 -0.347 0.0 0.0 0.0
C 1.100 1.085 0.884 0.0 0.0 0.1
C -0.498 -0.687 0.020 0.1 -0.1 0.0
C -1.523 -0.572 1.114 0.0 0.0 0.2
C -1.965 -0.669 -0.318 -0.1 0.0 -0.2
H 1.082 -0.502 -2.208 0.0 0.1 0.1
H 2.163 0.788 -1.644 -0.1 -0.1 0.0
H 2.150 -0.777 -0.822 -0.1 0.1 -0.1
H -0.156 1.243 -0.850 0.1 -0.1 0.1
H 0.366 1.522 1.569 0.1 -0.1 -0.1
H 1.663 0.325 1.440 -0.1 0.1 -0.1
H 1.800 1.876 0.591 -0.1 -0.1 0.0
H -0.021 -1.665 -0.057 -0.1 0.1 0.1
H -1.666 -1.430 1.766 0.0 0.1 -0.1
H -1.639 0.386 1.615 0.0 -0.2 -0.1
H -2.369 0.233 -0.774 0.1 -0.2 0.1
H -2.436 -1.587 -0.661 0.1 0.1 0.1
```
Positions in Å, forces in eV/Å.

For the HOMO energy, the calculation gives -10.14 eV. As for the total energy: -6415.902 eV. As for the SMILES: CC(C)C1CC1. As for the energy relative to the best compared isomer or geometry (same formula, charge and spin): 1.0385 eV. Its max |F| is 0.21 eV/Å.

Record 3
The following is a quantum chemistry calculation of the ion C9H12N3S with charge +1, from the Open Molecules 2025 dataset.

```
25
Properties=species:S:1:pos:R:3:forces:R:3
C 3.553 -0.062 -0.310 0.0 0.0 0.0
C 2.642 -0.767 -1.080 0.1 -0.1 0.0
C 3.107 0.717 0.747 0.1 0.0 -0.2
C 1.292 -0.718 -0.789 -0.2 0.0 0.0
C 1.761 0.784 1.037 -0.4 -0.1 0.0
C 0.840 0.048 0.287 0.8 -0.4 -0.4
C -1.184 1.874 -0.256 1.2 -1.1 1.2
C -2.227 -0.161 -0.955 -0.1 -0.2 -0.6
C -2.300 -1.118 1.341 -0.4 -0.2 0.6
N -2.201 1.273 -0.825 -0.2 -0.2 0.1
N -0.478 0.179 0.685 -1.3 2.8 -0.2
N -1.437 -0.733 0.199 0.0 -0.8 -0.5
S -0.391 3.184 -0.001 -0.3 -0.2 -0.2
H 4.605 -0.113 -0.540 0.1 0.0 0.0
H 2.987 -1.360 -1.912 0.0 -0.1 -0.1
H 3.811 1.275 1.343 0.1 0.1 0.1
H 0.602 -1.272 -1.419 0.0 0.0 -0.1
H 1.393 1.375 1.858 0.0 0.0 0.2
H -3.262 -0.516 -0.933 0.3 0.0 0.1
H -1.751 -0.482 -1.893 0.0 0.0 0.3
H -3.105 -1.773 1.013 0.0 0.0 -0.1
H -1.685 -1.631 2.078 0.1 0.1 -0.1
H -2.700 -0.215 1.800 0.1 0.0 -0.2
H -2.904 1.801 -1.331 0.1 0.1 0.1
H -0.967 -1.590 -0.144 -0.2 0.3 0.0
```
Positions in Å, forces in eV/Å.

Its charge is +1. For the HOMO energy, the calculation gives -11.68 eV. As for the total energy: -24823.946 eV. As for the energy relative to the best compared isomer or geometry (same formula, charge and spin): 2.3463 eV. Its max |F| is 3.12 eV/Å.

Record 4
The following is a quantum chemistry calculation of a cluster of 2 separate species, CH6N2OS in total, from the Open Molecules 2025 dataset.

```
11
Properties=species:S:1:pos:R:3:forces:R:3
C 1.307 -1.355 -0.579 3.4 -0.3 4.8
N 2.068 -0.575 0.321 -1.5 -2.7 -2.8
N -0.997 0.950 0.351 -1.2 -0.1 -1.7
O 2.678 -0.906 1.360 -0.6 -0.3 -1.0
S 2.213 1.064 -0.219 -0.6 1.7 -0.2
H 1.342 -2.450 -0.375 -0.3 1.2 0.1
H 0.782 -0.957 -1.385 -0.2 1.0 -1.1
H -0.890 -0.069 0.149 -1.2 0.8 0.4
H -1.794 1.395 -0.232 1.3 -1.6 1.4
H -0.221 1.233 -0.217 0.7 0.9 0.0
H 3.537 1.241 -0.228 0.2 -0.6 0.2
```
Positions in Å, forces in eV/Å.

For the HOMO energy (spin up / spin down), the calculation gives -9.15 / -9.15 eV. As for the total energy: -16993.258 eV. As for the SMILES: C=[N+]([O-])S.N. As for the energy relative to the best compared isomer or geometry (same formula, charge and spin): 4.2538 eV. Its max |F| is 5.89 eV/Å.

Record 5
The following is a quantum chemistry calculation of the ion C5H8N with charge +1, from the Open Molecules 2025 dataset.

```
14
Properties=species:S:1:pos:R:3:forces:R:3
C -0.448 0.071 0.747 -0.4 0.4 -0.3
C -0.096 0.362 -0.637 0.5 -0.1 -0.6
C 0.727 -1.527 2.240 0.4 -0.5 0.6
C 0.933 -0.228 -1.265 -0.3 0.1 0.6
C -0.990 1.351 -1.320 -0.2 0.0 -0.1
N 0.119 -0.730 1.522 0.1 0.0 -0.3
H -1.302 0.615 1.150 0.0 -0.1 0.1
H 0.437 -2.573 2.284 -0.1 0.0 -0.1
H 1.554 -1.193 2.863 0.0 0.1 -0.1
H 1.570 -0.956 -0.790 0.1 -0.1 0.1
H 1.169 0.011 -2.289 0.0 0.1 -0.2
H -1.179 2.227 -0.704 0.0 0.1 0.1
H -1.952 0.892 -1.550 -0.1 0.0 0.0
H -0.543 1.679 -2.253 0.0 0.0 0.0
```
Positions in Å, forces in eV/Å.

Its charge is +1. For the HOMO energy, the calculation gives -14.55 eV. As for the total energy: -6796.039 eV. As for the SMILES: C=[N+]=CC(=C)C. As for the energy relative to the best compared isomer or geometry (same formula, charge and spin): 2.0493 eV. Its max |F| is 0.86 eV/Å.

Record 6
The following is a quantum chemistry calculation of an isolated molecule of C4H5ClO, from the Open Molecules 2025 dataset.

```
11
Properties=species:S:1:pos:R:3:forces:R:3
C -1.136 -1.494 -0.018 4.1 2.5 -2.8
C -0.503 -0.043 0.125 -5.3 0.5 -0.7
C 0.853 0.409 0.178 2.9 1.3 -1.1
C 1.168 1.708 -0.042 0.2 -1.5 0.8
H -0.358 -2.205 -0.343 -0.8 -0.1 0.4
H -1.565 -1.599 0.879 -1.4 -1.3 3.5
H -1.908 -1.263 -0.720 -0.3 -0.5 -0.7
H 0.395 2.450 0.104 0.1 0.1 -0.4
H 2.217 1.921 -0.269 -0.6 0.3 0.3
O -1.401 0.835 0.054 2.2 -1.3 0.6
Cl 2.237 -0.719 0.050 -1.0 0.0 0.2
```
Positions in Å, forces in eV/Å.

For the HOMO energy, the calculation gives -9.95 eV. As for the total energy: -18797.313 eV. As for the SMILES: C=C(Cl)C(C)=O. As for the energy relative to the best compared isomer or geometry (same formula, charge and spin): 0.8867 eV. Its max |F| is 5.52 eV/Å.

Record 7
The following is a quantum chemistry calculation of a cluster of 2 separate species, C14H21Cl2IO9S in total, from the Open Molecules 2025 dataset.

```
48
Properties=species:S:1:pos:R:3:forces:R:3
C 3.399 0.630 1.808 -0.3 -1.6 -0.5
C 3.002 0.508 0.190 0.8 0.8 1.4
C 4.385 0.450 -0.697 -0.4 -0.7 -0.5
C 2.048 1.833 -0.160 0.8 0.1 -0.3
C 2.182 2.315 -1.739 -0.4 0.8 0.6
C 0.503 1.685 0.366 1.4 1.5 1.5
O -0.468 1.254 -0.650 1.2 -3.4 0.4
C -0.403 -0.189 -0.920 -2.8 -1.2 -0.8
C -0.609 -1.276 0.288 1.7 0.2 1.6
C -1.715 -0.861 1.423 -1.7 6.3 2.4
O -2.097 0.374 1.760 2.5 -8.5 -2.9
Cl -2.482 -2.297 2.384 1.5 1.9 -1.6
O 0.706 -0.543 -1.868 -2.0 2.0 -2.2
C 0.232 -0.074 -3.212 2.8 0.4 -2.9
O 0.992 -0.075 -4.311 -5.4 0.2 7.6
O -1.193 0.369 -3.068 3.9 -2.6 -0.2
C -1.647 -0.555 -1.977 -0.4 4.0 -0.2
I -1.507 -2.500 -3.057 -0.4 0.2 1.0
C -3.146 0.022 -1.649 -1.3 -0.3 -0.6
C -4.364 -1.060 -1.929 -0.7 0.5 0.6
C -4.419 -2.288 -0.810 -0.1 -0.1 -1.5
Cl -5.441 -1.643 0.634 1.1 -0.8 -1.3
H 3.752 1.705 2.113 -0.7 -2.1 -0.6
H 2.469 0.238 2.436 1.8 1.2 -0.9
H 4.259 -0.172 2.011 -1.7 1.9 -0.3
H 2.436 -0.510 0.084 1.0 2.0 -0.1
H 4.078 0.089 -1.793 0.9 1.1 2.2
H 5.128 -0.376 -0.288 -1.7 1.7 -0.6
H 4.986 1.470 -0.714 -1.4 -2.0 -0.1
H 2.530 2.719 0.478 -1.2 -2.0 -1.2
H 1.161 2.814 -2.081 2.1 -1.1 0.6
H 2.991 3.188 -1.762 -1.6 -2.1 -0.2
H 2.456 1.433 -2.457 -0.5 1.9 1.4
H 0.521 1.043 1.345 -0.4 0.9 -1.8
H 0.163 2.779 0.703 0.4 -2.5 -0.9
H -0.858 -2.366 -0.059 0.5 2.3 0.3
H 0.439 -1.347 0.855 -2.4 0.1 -0.7
H -3.345 0.933 -2.393 0.7 -2.0 1.6
H -3.296 0.436 -0.564 0.8 -1.0 -1.9
H -5.375 -0.455 -1.771 2.2 -1.3 -0.4
H -4.394 -1.449 -3.041 0.4 0.6 2.3
H -5.011 -3.223 -1.251 1.3 2.1 1.1
H -3.341 -2.633 -0.481 -2.4 0.8 -0.3
O -0.399 0.863 5.568 -0.2 0.8 0.0
S 0.059 -0.479 5.165 -0.4 0.1 1.5
O 0.484 -0.450 3.754 0.6 0.0 -2.4
O -1.045 -1.443 5.325 -0.7 -0.7 -0.2
O 1.194 -0.886 6.012 0.8 -0.3 0.3
```
Positions in Å, forces in eV/Å.

Its charge is -2. For the HOMO energy, the calculation gives 0.22 eV. As for the total energy: -77258.740 eV. Its max |F| is 9.33 eV/Å.

Record 8
The following is a quantum chemistry calculation of a cluster of 2 separate species, C9H12BrClN in total, from the Open Molecules 2025 dataset.

```
24
Properties=species:S:1:pos:R:3:forces:R:3
C -0.438 -0.463 2.240 -0.1 -0.9 0.7
C 1.790 0.097 1.593 -1.0 1.1 0.5
C -0.919 -0.276 0.980 0.3 1.4 -1.6
C 1.324 0.408 0.319 1.7 1.0 -1.5
C 0.879 -0.216 2.618 0.9 -0.7 -1.4
C -0.056 0.288 0.021 1.1 0.2 0.0
C 1.318 -0.418 4.030 -0.7 -2.5 -0.6
C -0.991 -0.770 -2.790 -2.8 3.6 1.7
C -0.616 0.873 -1.198 -0.9 -1.5 -2.1
N -1.108 -0.039 -4.043 1.2 2.4 -3.0
Cl -2.273 1.540 -1.091 0.9 -0.4 -0.1
Br 0.480 2.045 -2.236 -0.1 0.0 0.0
H -1.060 -0.910 2.978 -0.7 0.0 0.6
H 2.769 0.413 1.910 0.5 -0.4 -0.3
H -1.944 -0.314 0.609 0.0 -0.6 1.0
H 2.137 0.871 -0.450 -2.4 -1.3 1.9
H 0.614 0.109 4.623 -0.6 0.1 1.1
H 1.368 -1.549 4.273 -0.5 1.8 -0.2
H 2.283 -0.073 4.240 1.4 0.8 0.1
H -2.025 -0.957 -2.418 1.4 -0.8 -0.1
H -0.150 -1.347 -2.870 1.5 -2.0 0.6
H -0.806 -0.445 -4.990 0.6 -0.1 2.0
H -0.548 0.929 -3.943 -1.0 -1.7 -0.2
H -2.029 0.205 -4.406 -0.6 0.3 1.2
```
Positions in Å, forces in eV/Å.

Its charge is +1. For the HOMO energy, the calculation gives -11.91 eV. As for the total energy: -93572.707 eV. As for the energy relative to the best compared isomer or geometry (same formula, charge and spin): 0.0000 eV. Its max |F| is 4.83 eV/Å.